1.
Here is a structure of composition C66H64BF2N4O5P2S2Ti at a distorted geometry from OMol25. Energies are from ωB97M-V with the def2-TZVPD basis set.

Last column: Mulliken charge in e.
Positions of all 147 atoms, in Å:
Ti1 -0.278 0.121 -0.240  -1.5640
O1 -0.260 3.516 4.048  -0.7315
C1 0.964 2.979 3.999  0.1200
C2 1.915 3.413 4.927  -0.6376
C3 3.201 2.918 4.913  -0.6878
C4 3.581 1.971 3.967  -0.8772
C5 2.658 1.532 3.047  0.1067
C6 1.347 2.023 3.040  -0.0075
C7 0.438 1.623 1.969  0.3760
O2 0.892 0.998 0.930  0.6045
N1 -0.821 1.983 1.981  -1.4413
N2 -1.418 1.612 0.794  1.6273
C8 -2.374 2.369 0.371  -0.9997
C9 -2.964 2.198 -0.914  0.2263
C10 -3.872 3.145 -1.411  -0.6511
C11 -4.345 3.059 -2.698  -1.1561
C12 -3.929 2.010 -3.518  -0.8631
C13 -3.048 1.060 -3.051  -0.6115
C14 -2.531 1.124 -1.744  0.8985
O3 -1.653 0.264 -1.311  0.3675
H1 -0.811 3.145 3.323  0.4819
H2 1.610 4.153 5.650  0.5169
H3 3.916 3.268 5.640  0.4296
H4 4.590 1.588 3.945  0.5333
H5 2.936 0.800 2.304  0.4252
H6 -2.701 3.206 0.991  0.2832
H7 -4.166 3.965 -0.772  0.4995
H8 -5.027 3.802 -3.078  0.4803
H9 -4.290 1.954 -4.536  0.4819
H10 -2.700 0.261 -3.688  0.5567
C15 6.922 -4.652 0.744  -1.5905
C16 5.774 -3.717 0.547  1.1486
C17 5.054 -3.260 1.643  -1.0397
C18 4.040 -2.343 1.471  -0.2108
C19 3.743 -1.863 0.202  -0.9553
C20 4.410 -2.345 -0.910  0.0107
C21 5.415 -3.277 -0.725  -1.0196
S1 2.573 -0.499 0.306  2.6292
O4 1.507 -0.696 -0.743  -0.3866
C22 3.686 0.813 -0.319  0.4812
C23 5.016 0.749 0.151  -1.1298
C24 5.854 1.818 0.055  -1.8729
C25 5.430 3.015 -0.556  0.9163
C26 6.244 4.165 -0.570  -0.8838
C27 5.803 5.322 -1.147  -0.7887
C28 4.562 5.348 -1.800  -0.8386
C29 3.752 4.246 -1.800  -0.5091
C30 4.130 3.068 -1.117  0.8292
C31 3.229 1.970 -0.913  -0.7758
C32 1.826 2.288 -1.259  -0.2267
C33 1.241 3.418 -0.593  0.9815
C34 1.799 3.960 0.585  -0.3095
C35 1.214 5.029 1.208  -0.8081
C36 0.076 5.639 0.661  -1.2281
C37 -0.483 5.147 -0.486  -0.7504
C38 0.063 4.012 -1.122  0.7190
C39 -0.527 3.458 -2.282  -0.6934
C40 -0.046 2.293 -2.804  -0.6218
C41 1.120 1.702 -2.281  0.5149
S2 1.562 0.099 -3.027  0.7673
O5 0.262 -0.593 -2.961  -0.4987
C42 1.630 0.778 -4.708  0.4546
C43 0.655 0.435 -5.623  -0.4387
C44 0.739 0.889 -6.927  -1.0846
C45 1.805 1.681 -7.330  1.1117
C46 1.945 2.120 -8.751  -1.4509
C47 2.772 2.031 -6.390  -1.0702
C48 2.692 1.581 -5.087  -0.3630
H11 6.979 -4.964 1.784  0.3592
H12 7.858 -4.160 0.479  0.3186
H13 6.818 -5.531 0.110  0.3850
H14 5.304 -3.609 2.633  0.3335
H15 3.471 -1.978 2.313  0.3641
H16 4.151 -1.997 -1.898  0.6446
H17 5.952 -3.659 -1.578  0.4399
H18 5.360 -0.143 0.649  0.4332
H19 6.851 1.765 0.464  0.4425
H20 7.220 4.114 -0.109  0.4798
H21 6.415 6.211 -1.124  0.4265
H22 4.244 6.246 -2.309  0.4727
H23 2.807 4.292 -2.317  0.3991
H24 2.686 3.514 1.008  0.5964
H25 1.638 5.408 2.125  0.4779
H26 -0.365 6.490 1.160  0.4342
H27 -1.359 5.611 -0.919  0.4892
H28 -1.365 3.967 -2.736  0.6632
H29 -0.516 1.836 -3.663  0.4607
H30 -0.153 -0.206 -5.306  0.4911
H31 -0.024 0.613 -7.639  0.3331
H32 1.082 1.814 -9.335  0.3490
H33 2.837 1.665 -9.179  0.3263
H34 2.055 3.201 -8.815  0.3491
H35 3.600 2.654 -6.690  0.4214
H36 3.454 1.843 -4.366  0.5522
C49 -3.010 -0.488 3.040  -0.8387
P1 -1.892 -1.876 2.598  1.1962
C50 -2.913 -3.284 2.065  -0.4282
N3 -2.839 -4.400 2.744  -0.0558
C51 -3.439 -5.498 2.240  0.1710
C52 -3.372 -6.725 2.927  -0.5321
C53 -3.960 -7.834 2.385  -0.6390
C54 -4.637 -7.764 1.155  -0.6505
C55 -4.709 -6.587 0.462  -0.4769
C56 -4.104 -5.431 0.985  -0.1354
N4 -4.142 -4.273 0.296  -0.0595
C57 -3.577 -3.217 0.811  -0.4528
P2 -3.569 -1.621 -0.108  1.1470
C58 -3.180 -2.320 -1.772  -1.8746
C59 -5.463 -1.391 -0.227  1.7471
C60 -5.680 -0.018 -0.862  -1.7003
C61 -6.032 -1.383 1.192  -1.7340
C62 -6.173 -2.449 -1.063  -1.7223
C63 -1.114 -2.377 4.236  2.3314
C64 -0.183 -3.563 3.982  -1.6306
C65 -0.296 -1.191 4.752  -1.9701
C66 -2.181 -2.763 5.259  -1.9356
H37 -3.891 -0.835 3.577  0.5851
H38 -3.314 0.017 2.125  -0.5446
H39 -2.461 0.217 3.663  0.4637
H40 -2.842 -6.760 3.866  0.4496
H41 -3.902 -8.779 2.904  0.4143
H42 -5.099 -8.654 0.755  0.4226
H43 -5.217 -6.508 -0.485  0.4877
H44 -3.539 -3.346 -1.843  0.6383
H45 -2.095 -2.288 -1.890  0.2314
H46 -3.633 -1.701 -2.545  0.3164
H47 -5.198 0.766 -0.279  0.3081
H48 -6.744 0.205 -0.922  0.6462
H49 -5.278 0.011 -1.872  0.2420
H50 -5.559 -0.613 1.797  0.2687
H51 -5.892 -2.347 1.677  0.3239
H52 -7.100 -1.176 1.162  0.5544
H53 -5.879 -2.380 -2.108  0.3205
H54 -7.249 -2.290 -1.001  0.5168
H55 -5.953 -3.447 -0.691  0.2230
H56 0.581 -3.316 3.251  0.0395
H57 -0.748 -4.421 3.628  0.1927
H58 0.313 -3.844 4.908  0.6540
H59 -0.929 -0.405 5.153  0.3678
H60 0.331 -0.769 3.969  0.2114
H61 0.354 -1.528 5.556  0.5953
H62 -2.740 -3.629 4.913  0.2446
H63 -2.866 -1.942 5.454  0.3674
H64 -1.695 -3.022 6.197  0.5391
F1 0.686 -1.619 1.714  0.3035
B1 -0.610 -1.464 1.098  1.4490
F2 -0.718 -2.564 0.208  0.1626

Its gap between HOMO and LUMO is 7.27 eV. The energy comes out at -5701.7906 a.u. As for the energy relative to the best compared isomer or geometry (same formula, charge and spin): 97.1 kcal/mol. Its charge is +1.


2.
Here is a cluster of 10 separate species, C66H73ClFN2 in total at a distorted geometry from OMol25. Energies are from ωB97M-V with the def2-TZVPD basis set.

Last column: Mulliken charge in e.
Positions of all 143 atoms, in Å:
C1 2.738 -3.808 3.038  -0.8858
C2 2.624 -4.637 1.678  -0.3272
C3 1.130 -5.125 1.319  0.2174
Cl1 0.793 -5.109 -0.507  -0.2098
C4 0.000 -4.315 2.128  -0.2196
N1 -0.707 -5.104 3.018  -0.8542
N2 -1.633 -4.370 3.604  0.6691
C5 -2.499 -5.163 4.563  -0.6603
C6 -3.964 -5.273 3.857  -0.6560
C7 -1.934 -3.031 3.486  -0.1725
C8 -1.206 -2.103 2.543  -0.7408
C9 -0.134 -2.861 1.765  0.8249
C10 0.744 -2.077 0.709  0.1427
C11 0.680 -0.492 1.026  -0.5421
C12 1.584 0.295 -0.041  -0.3686
F1 1.108 1.672 -0.011  -0.2801
H1 2.541 -2.708 2.771  0.1471
H2 3.839 -3.831 3.353  0.3813
H3 2.069 -4.167 3.877  0.2600
H4 3.043 -4.087 0.775  -0.1727
H5 3.274 -5.573 1.814  0.4557
H6 1.113 -6.239 1.584  0.4513
H7 -2.135 -6.230 4.679  0.4092
H8 -2.649 -4.632 5.550  0.3638
H9 -3.872 -4.908 2.784  0.1449
H10 -4.333 -6.356 3.879  0.2724
H11 -4.648 -4.560 4.412  0.3526
H12 -2.767 -2.590 4.120  0.4057
H13 -1.501 -1.022 2.453  0.0793
H14 0.297 -2.274 -0.329  0.4407
H15 1.844 -2.340 0.707  0.0262
H16 1.182 -0.314 2.041  0.2899
H17 -0.368 -0.071 0.962  0.0936
H18 2.693 0.200 0.163  0.3308
H19 1.292 -0.118 -1.062  0.2080
C13 5.891 -2.222 -3.002  -0.5754
C14 4.594 -1.777 -3.242  -0.5094
C15 3.512 -2.460 -2.696  -0.4656
C16 3.727 -3.583 -1.902  0.0630
C17 5.024 -4.025 -1.659  -0.6105
C18 6.105 -3.348 -2.213  -0.4071
H20 6.734 -1.692 -3.431  0.4030
H21 4.427 -0.898 -3.856  0.6261
H22 2.501 -2.117 -2.889  0.4442
H23 2.883 -4.112 -1.472  0.3606
H24 5.192 -4.900 -1.039  0.4060
H25 7.115 -3.696 -2.028  0.3910
C19 -2.748 -8.479 1.807  -0.1652
C20 -3.583 -9.448 2.355  -0.4477
C21 -4.221 -10.365 1.527  -0.3927
C22 -4.018 -10.319 0.152  -0.3954
C23 -3.181 -9.353 -0.396  -0.5277
C24 -2.549 -8.430 0.430  -0.3643
H26 -2.252 -7.761 2.452  0.3736
H27 -3.736 -9.487 3.428  0.3675
H28 -4.877 -11.116 1.954  0.3675
H29 -4.512 -11.037 -0.493  0.3669
H30 -3.021 -9.319 -1.468  0.3770
H31 -1.901 -7.672 0.002  0.4304
C25 4.258 1.832 -2.373  -0.3462
C26 5.524 2.009 -2.922  -0.3407
C27 5.884 3.242 -3.453  -0.8034
C28 4.981 4.301 -3.426  -0.6052
C29 3.717 4.123 -2.873  -0.4834
C30 3.353 2.886 -2.351  0.3423
H32 3.977 0.868 -1.961  0.3600
H33 6.230 1.185 -2.935  0.4079
H34 6.868 3.380 -3.887  0.5177
H35 5.264 5.265 -3.835  0.4910
H36 3.013 4.949 -2.852  0.4083
H37 2.366 2.743 -1.926  -0.0020
C31 -1.222 2.384 -2.747  -0.3479
C32 -1.872 2.582 -3.961  -0.5085
C33 -1.729 3.789 -4.638  -0.4517
C34 -0.928 4.794 -4.106  -0.4818
C35 -0.275 4.594 -2.894  -0.4020
C36 -0.425 3.391 -2.212  -0.1385
H38 -1.337 1.444 -2.217  0.3816
H39 -2.492 1.796 -4.379  0.3670
H40 -2.241 3.946 -5.581  0.3774
H41 -0.813 5.733 -4.636  0.3747
H42 0.351 5.378 -2.480  0.4197
H43 0.078 3.238 -1.266  0.4329
C37 -6.673 -0.529 2.552  -0.3536
C38 -5.574 -1.285 2.162  0.0223
C39 -5.758 -2.498 1.508  -0.3852
C40 -7.044 -2.953 1.235  -0.5531
C41 -8.145 -2.195 1.622  -0.4570
C42 -7.960 -0.985 2.284  -0.3979
H44 -6.527 0.416 3.065  0.4134
H45 -4.569 -0.927 2.369  0.0754
H46 -4.899 -3.090 1.210  0.4573
H47 -7.189 -3.897 0.722  0.3844
H48 -9.148 -2.547 1.408  0.3758
H49 -8.818 -0.397 2.591  0.4270
C43 5.762 3.761 -7.388  -0.3220
C44 4.930 2.792 -6.839  0.2202
C45 4.298 1.868 -7.664  -0.5847
C46 4.506 1.907 -9.040  -0.3592
C47 5.342 2.874 -9.588  -0.4417
C48 5.967 3.804 -8.764  -0.4431
H50 6.252 4.484 -6.744  0.3555
H51 4.772 2.758 -5.767  0.1100
H52 3.643 1.117 -7.237  0.3677
H53 4.018 1.184 -9.683  0.3604
H54 5.506 2.904 -10.660  0.3568
H55 6.614 4.561 -9.193  0.3628
C49 5.955 7.722 1.436  -0.3481
C50 5.249 6.842 0.622  -0.5177
C51 5.905 6.158 -0.396  0.1055
C52 7.269 6.346 -0.594  -0.4290
C53 7.975 7.224 0.223  -0.4003
C54 7.318 7.915 1.235  -0.4389
H56 5.442 8.258 2.228  0.3604
H57 4.187 6.690 0.781  0.3719
H58 5.354 5.477 -1.034  0.2353
H59 7.781 5.809 -1.384  0.3814
H60 9.039 7.370 0.069  0.3581
H61 7.867 8.603 1.868  0.3526
C55 -2.269 2.774 5.426  -0.4433
C56 -3.162 1.954 4.744  -0.5114
C57 -2.960 1.675 3.396  -0.3049
C58 -1.859 2.208 2.732  -0.5791
C59 -0.964 3.025 3.415  -0.5512
C60 -1.171 3.311 4.761  -0.5023
H62 -2.428 2.994 6.475  0.4101
H63 -4.017 1.533 5.263  0.4399
H64 -3.661 1.041 2.862  0.5856
H65 -1.699 1.987 1.682  0.6459
H66 -0.105 3.439 2.898  0.4299
H67 -0.476 3.953 5.292  0.3960
C61 -7.624 5.681 3.885  -0.3663
C62 -6.525 4.924 3.495  -0.5021
C63 -6.713 3.711 2.841  -0.3069
C64 -8.001 3.260 2.567  -0.3661
C65 -9.100 4.020 2.954  -0.4258
C66 -8.912 5.228 3.616  -0.3992
H68 -7.478 6.626 4.398  0.3652
H69 -5.521 5.278 3.702  0.3932
H70 -5.855 3.117 2.542  0.4842
H71 -8.147 2.316 2.053  0.3960
H72 -10.104 3.669 2.740  0.3678
H73 -9.769 5.818 3.923  0.3606

Its gap between HOMO and LUMO is 5.71 eV. The energy comes out at -3227.9208 a.u. Its charge is +1.


Which value of charge does entry 2 give?
+1